Record 1
# C2H5Cl3P2

A 2-piece molecular cluster, C2H5Cl3P2 overall in a non-equilibrium geometry (ωB97M-V with the def2-TZVPD basis set, OMol25).

Results
Kohn-Sham gap (alpha / beta) = 7.07 / 7.72 eV
Energy relative to the best compared isomer or geometry (same formula, charge and spin) = 70.3 kcal per mole
Highest occupied orbital energy (alpha / beta) = -7.8 / -8.0 eV

Each line ends with the Mulliken charge.
Atoms and positions in Å:
C (-0.17718, 1.21805, -0.13605)  -0.2732
C (0.21936, -1.65606, 0.46664)  0.1304
P (-1.90463, 0.94143, -0.42055)  0.0027
P (1.91434, -1.81680, -0.08780)  0.0539
Cl (0.78993, 1.43159, -1.44403)  -0.1273
Cl (-0.89745, -2.35053, -0.63971)  -0.1411
Cl (-0.16620, -1.88080, 2.13474)  -0.1325
H (0.21900, 1.13690, 0.90503)  0.3975
H (-1.95151, -0.34013, -1.05514)  0.0076
H (-2.21494, 0.55293, 0.93603)  0.0374
H (1.70703, -1.14020, -1.22950)  0.0021
H (2.38719, -0.97144, 0.90267)  0.0426


Record 2
# C2H5Cl3SSi

One molecule with the formula C2H5Cl3SSi in a non-equilibrium geometry (ωB97M-V with the def2-TZVPD basis set, OMol25).

Results
Kohn-Sham gap = 10.00 eV
Energy relative to the best compared isomer or geometry (same formula, charge and spin) = 0.0 kcal per mole
SMILES = CCS[Si](Cl)(Cl)Cl
Highest occupied orbital energy = -9.5 eV

Each line ends with the Mulliken charge.
Atoms and positions in Å:
C (-1.38869, 0.48919, 0.58865)  -0.6840
C (-1.16543, -0.41099, -0.57967)  -0.3826
Si (1.93478, -0.33800, -0.08497)  0.7380
S (0.20726, -1.67721, -0.37857)  -0.2015
Cl (3.61718, -1.38895, -0.01317)  -0.2007
Cl (1.95031, 0.97655, -1.58200)  -0.2160
Cl (1.78280, 0.72974, 1.61610)  -0.2562
H (-1.86513, 0.09932, 1.51167)  0.2608
H (-0.41773, 1.01327, 0.85975)  0.0126
H (-1.85200, 1.37878, 0.33773)  0.3539
H (-0.88992, 0.24302, -1.47529)  0.2323
H (-1.91342, -1.11472, -0.80023)  0.3432


Record 3
# C2H5Cl3SSi

A 2-piece molecular cluster, C2H5Cl3SSi overall in a non-equilibrium geometry (ωB97M-V with the def2-TZVPD basis set, OMol25).

Results
Kohn-Sham gap = 7.83 eV
Energy relative to the best compared isomer or geometry (same formula, charge and spin) = 62.0 kcal per mole
Highest occupied orbital energy = -8.2 eV

Each line ends with the Mulliken charge.
Atoms and positions in Å:
C (-1.70760, -0.12050, -1.12884)  -0.6283
C (-0.44100, -0.14872, 1.18300)  -0.8949
Si (2.02492, 0.17622, 0.37131)  0.7103
S (-1.22302, -1.25265, 0.15922)  0.0055
Cl (3.56164, 0.13717, 1.61328)  -0.1764
Cl (2.26693, -1.25711, -0.97217)  -0.1790
Cl (1.95710, 2.01111, -0.79972)  -0.2869
H (-0.98481, 0.77515, -0.91278)  0.1376
H (-2.84094, 0.07209, -1.02431)  0.2632
H (-1.50379, -0.39939, -2.15732)  0.3078
H (-0.13480, -0.71100, 2.11073)  0.3280
H (-0.97463, 0.71762, 1.55760)  0.4132


Record 4
# C2H5Cl3Si

A 2-piece molecular cluster, C2H5Cl3Si overall in a non-equilibrium geometry (ωB97M-V with the def2-TZVPD basis set, OMol25).

Results
Kohn-Sham gap = 10.08 eV
Energy relative to the best compared isomer or geometry (same formula, charge and spin) = 96.8 kcal per mole
Highest occupied orbital energy = -9.5 eV

Each line ends with the Mulliken charge.
Atoms and positions in Å:
C (-0.18762, 0.92573, 1.47677)  -1.0624
C (-0.82474, -0.14718, -0.19479)  -0.2690
Si (0.70554, -0.80058, -1.23436)  0.6240
Cl (-1.89561, -1.41308, 0.28206)  -0.1716
Cl (2.03337, -1.20308, 0.19028)  -0.2082
Cl (1.40247, 0.65772, -2.45869)  -0.2301
H (0.83427, 1.10912, 1.18666)  0.3733
H (-0.75184, 1.77577, 1.16777)  0.3715
H (-0.48700, 0.41600, 2.29071)  0.3427
H (-1.32255, 0.77293, -0.51962)  0.3238
H (0.49371, -2.09334, -2.18679)  -0.0941


Record 5
# C2H5Cl3Si2

One molecule with the formula C2H5Cl3Si2 in a non-equilibrium geometry (ωB97M-V with the def2-TZVPD basis set, OMol25).

Results
Kohn-Sham gap = 8.68 eV
Energy relative to the best compared isomer or geometry (same formula, charge and spin) = 45.3 kcal per mole
SMILES = C=[Si](Cl)C[SiH](Cl)Cl
Highest occupied orbital energy = -8.4 eV

Each line ends with the Mulliken charge.
Atoms and positions in Å:
C (-2.47953, -1.24202, -0.28894)  -0.8671
C (0.01498, 0.81207, 0.22982)  -0.8346
Si (1.90971, 1.07114, 0.47099)  0.6332
Si (-0.76016, -0.89959, -0.24671)  0.5733
Cl (2.80177, -0.62878, 1.05805)  -0.2108
Cl (0.56558, -2.21059, -0.81953)  -0.1752
Cl (2.58562, 1.36831, -1.50738)  -0.2552
H (-2.91097, -2.17917, -0.55297)  0.2892
H (-3.27333, -0.55669, -0.03157)  0.2518
H (-0.76615, 1.00709, 0.94603)  0.3954
H (-0.31483, 1.42710, -0.63769)  0.3380
H (2.62731, 2.03113, 1.37991)  -0.1381


Record 6
# C2H5ClFN

C2H5ClFN as an isolated structure in a non-equilibrium geometry (ωB97M-V with the def2-TZVPD basis set, OMol25).

Results
Kohn-Sham gap = 10.08 eV
Energy relative to the best compared isomer or geometry (same formula, charge and spin) = 124.7 kcal per mole
Highest occupied orbital energy = -10.2 eV

Each line ends with the Mulliken charge.
Atoms and positions in Å:
C (-0.39959, -0.57740, -0.15997)  -0.3351
C (0.89800, 0.32522, -0.65321)  -0.0678
H (0.04601, 0.67939, 1.63030)  0.2682
H (-1.78400, -0.78179, 1.66023)  0.2472
H (-0.60918, -1.70660, -0.36483)  0.3324
H (-1.30550, 0.19037, -0.68724)  0.2550
H (1.98231, 0.37828, -0.21524)  0.3246
N (-0.24396, -0.58129, 1.38762)  -0.5872
F (1.11863, -0.07821, -2.01722)  -0.2548
Cl (0.29726, 2.15203, -0.58045)  -0.1824


Record 7
# C2H5ClFN

A 2-piece molecular cluster, C2H5ClFN overall in a non-equilibrium geometry (ωB97M-V with the def2-TZVPD basis set, OMol25).

Results
Kohn-Sham gap = 9.63 eV
Energy relative to the best compared isomer or geometry (same formula, charge and spin) = 60.1 kcal per mole
Highest occupied orbital energy = -8.7 eV

Each line ends with the Mulliken charge.
Atoms and positions in Å:
C (1.02255, -1.09913, -0.20907)  -0.5002
C (-0.97439, 0.02331, -0.21974)  0.1602
N (-0.61065, 1.33935, 0.04972)  -0.4791
F (-2.02398, -0.55880, 0.50418)  -0.2436
Cl (2.05289, 0.29198, 0.26415)  -0.2405
H (1.44262, -1.49131, -1.15505)  0.2928
H (0.85543, -1.77376, 0.65032)  0.2592
H (-1.27274, -0.16720, -1.27369)  0.2250
H (0.39131, 1.45792, -0.01159)  0.2499
H (-0.74908, 1.57102, 1.02258)  0.2763


Record 8
# C2H5ClInO

C2H5ClInO as an isolated structure in a non-equilibrium geometry (ωB97M-V with the def2-TZVPD basis set, OMol25).

Results
Kohn-Sham gap = 8.11 eV
Highest occupied orbital energy = -4.8 eV
Net charge = -1

Each line ends with the Mulliken charge.
Atoms and positions in Å:
O (-1.85652, -2.00078, 0.56781)  -0.4521
C (-1.01198, -1.39967, 0.04319)  0.4984
Cl (0.06106, -2.33688, -1.06268)  -0.2381
C (-0.85304, 0.09112, 0.25802)  -0.8549
In (1.19269, 0.95033, -0.14032)  0.4985
H (-1.10249, 0.27309, 1.30900)  0.2491
H (-1.63561, 0.58007, -0.33812)  0.2662
H (2.52853, -0.07828, 0.46077)  -0.3136
H (1.41736, 1.40743, -1.87184)  -0.3185
H (1.26001, 2.51357, 0.77417)  -0.3349


Record 9
# C2H5ClN2

One molecule with the formula C2H5ClN2 in a non-equilibrium geometry (ωB97M-V with the def2-TZVPD basis set, OMol25).

Results
Kohn-Sham gap = 10.51 eV
Energy relative to the best compared isomer or geometry (same formula, charge and spin) = 2.7 kcal per mole
SMILES = [H]/N=C(\N)CCl
Highest occupied orbital energy = -9.6 eV

Each line ends with the Mulliken charge.
Atoms and positions in Å:
C (-0.39885, -0.12318, -0.05090)  0.4804
C (0.94400, -0.86928, 0.29328)  -0.3074
H (-1.06214, 1.69537, -0.50936)  0.2289
H (0.50121, 1.69791, 0.13936)  0.2587
H (-2.26549, -0.13737, -0.32348)  0.2389
H (0.89832, -1.79549, -0.32610)  0.2661
H (1.01172, -1.11207, 1.32633)  0.2911
N (-0.46552, 1.26507, 0.14996)  -0.5681
N (-1.46663, -0.73823, -0.42202)  -0.6792
Cl (2.30337, 0.11729, -0.27708)  -0.2093


Record 10
# C2H5ClNO2

A 2-piece molecular cluster, C2H5ClNO2 overall in a non-equilibrium geometry (ωB97M-V with the def2-TZVPD basis set, OMol25).

Results
Kohn-Sham gap = 9.57 eV
Energy relative to the best compared isomer or geometry (same formula, charge and spin) = 62.9 kcal per mole
Highest occupied orbital energy = -13.3 eV
Net charge = +1

Each line ends with the Mulliken charge.
Atoms and positions in Å:
C (1.75576, -0.68647, 0.07899)  0.7129
C (-0.26120, 0.15424, 0.54964)  -0.3718
N (-0.96257, -0.29000, -0.60123)  -0.3012
O (1.53020, -1.78844, -0.30727)  -0.3805
O (-0.15235, 1.52985, 0.38664)  -0.5043
Cl (2.78810, 0.41613, 0.44477)  0.0282
H (-0.69930, -0.41317, 1.40770)  0.4420
H (-1.96857, -0.19466, -0.71494)  0.3197
H (-0.82429, -1.29703, -0.86489)  0.3584
H (-0.63147, 0.36152, -1.34747)  0.3572
H (-0.57430, 2.20803, 0.96807)  0.3394


Record 11
# C2H5ClO2

A 2-piece molecular cluster, C2H5ClO2 overall in a non-equilibrium geometry (ωB97M-V with the def2-TZVPD basis set, OMol25).

Results
Kohn-Sham gap = 10.65 eV
Energy relative to the best compared isomer or geometry (same formula, charge and spin) = 55.7 kcal per mole
SMILES = CC=O.OCl
Highest occupied orbital energy = -10.2 eV

Each line ends with the Mulliken charge.
Atoms and positions in Å:
C (-1.23507, 0.36741, 0.52621)  -0.8379
C (-1.08298, -0.68840, -0.62367)  0.1539
O (0.04012, -0.93260, -0.98954)  -0.5124
O (2.38859, -0.22260, 0.23576)  -0.3649
Cl (3.68995, 0.80387, -0.18888)  -0.0150
H (-1.83692, 0.12435, 1.37744)  0.3190
H (-0.19227, 0.49106, 0.85678)  0.1793
H (-1.55067, 1.26587, 0.08240)  0.2595
H (-1.87808, -1.23240, -1.05298)  0.4294
H (1.65731, 0.02345, -0.22351)  0.3892


Record 12
# C2H5F2N

One molecule with the formula C2H5F2N in a non-equilibrium geometry (ωB97M-V with the def2-TZVPD basis set, OMol25).

Results
Kohn-Sham gap = 10.87 eV
Energy relative to the best compared isomer or geometry (same formula, charge and spin) = 11.1 kcal per mole
SMILES = NCC(F)F
Highest occupied orbital energy = -9.7 eV

Each line ends with the Mulliken charge.
Atoms and positions in Å:
C (-0.17819, 0.37424, -0.35478)  -0.5288
C (-0.65677, -0.90834, 0.28294)  0.3199
H (1.31891, 1.77768, -0.12445)  0.2157
H (1.63365, 0.36312, 0.54945)  0.2289
H (0.03587, 0.21264, -1.42682)  0.3064
H (-0.99309, 1.10310, -0.39060)  0.3260
H (-0.92421, -0.82779, 1.35584)  0.2432
N (0.90285, 1.02328, 0.37061)  -0.5946
F (-1.64588, -1.40364, -0.47717)  -0.2313
F (0.50686, -1.71429, 0.21499)  -0.2854